A single C5H7NO molecule, computed with ωB97M-V/def2-TZVPD.

```
14
Properties=species:S:1:pos:R:3:nbo_charge:R:1
C 1.60395 -1.05695 0.77665 -0.0542
N 0.37601 -1.28262 0.57747 -0.3916
C -0.55682 -0.24400 0.97343 -0.2504
C -1.37576 0.23948 -0.22659 -0.3919
C -0.55809 0.71720 -1.40725 -0.5522
C 0.71424 1.04005 -1.37260 0.7164
O 1.84959 1.32871 -1.35871 -0.4735
H 2.34377 -1.79806 0.47164 0.1781
H 1.98377 -0.13187 1.23647 0.1440
H -0.04943 0.60836 1.46059 0.1648
H -1.25157 -0.67554 1.70396 0.2119
H -2.03930 1.04424 0.11772 0.2131
H -2.01826 -0.57937 -0.56685 0.2196
H -1.02211 0.79036 -2.38593 0.2658
```

SMILES	C=NCCC=C=O
max |F|	1.0	eV/Å
ΔE to the lowest compared entry with this formula, charge and spin	185.0	kJ/mol
HOMO-LUMO gap	9.703	eV
E	-324.65400	hartree
lowest unoccupied orbital energy	0.87	eV
net charge	0

---

4 unconnected molecules or ions with the total composition C3H14O4, computed with ωB97M-V/def2-TZVPD.

```
21
Properties=species:S:1:pos:R:3:nbo_charge:R:1
C 1.89771 -1.57881 -2.25724 -0.6052
C 1.56272 -1.34195 -0.78883 -0.4268
C 0.13405 -0.85707 -0.62759 -0.0570
O -0.31345 -0.85337 0.72652 -0.7611
H 1.26891 -2.33058 -2.71292 0.2031
H 2.94300 -1.86154 -2.35346 0.2124
H 1.82585 -0.62475 -2.79014 0.2026
H 1.69472 -2.21017 -0.15056 0.2069
H 2.22615 -0.54870 -0.44202 0.2023
H 0.01967 0.12963 -1.09147 0.1602
H -0.57115 -1.51287 -1.15737 0.1663
H 0.23979 -0.17829 1.16857 0.5031
O -1.73781 2.52212 1.61071 -0.9860
H -2.21838 3.34875 1.47172 0.4790
H -2.42651 1.84402 1.74160 0.5108
O -3.01175 0.03564 1.32203 -0.9758
H -2.12284 -0.27385 1.02291 0.5085
H -3.47174 0.29692 0.51818 0.4665
O 0.84950 1.70766 1.38893 -0.9930
H 1.27504 2.23754 2.06841 0.4759
H -0.06348 2.04970 1.33204 0.5071
```

SMILES	CCCO.O.O.O
max |F|	0.8	eV/Å
ΔE to the lowest compared entry with this formula, charge and spin	5.5	kJ/mol
HOMO-LUMO gap	10.862	eV
E	-423.66646	hartree
lowest unoccupied orbital energy	0.59	eV
net charge	0

---

A molecular structure, C30H71N4O10V in a non-equilibrium geometry, computed with ωB97M-V/def2-TZVPD.

```
116
Properties=species:S:1:pos:R:3:mulliken_spin:R:1
O -8.83599 17.20182 21.13385 0.0000
V -10.37498 17.23581 20.72508 0.0000
O -10.54094 18.37840 19.60163 0.0000
C -11.54900 19.17750 24.64884 0.0000
C -11.57105 19.16527 23.07872 0.0001
C -10.70702 20.25183 22.38609 -0.0004
O -11.19083 17.88905 22.71637 0.0000
H -12.31996 18.56609 25.11780 0.0000
H -11.66462 20.19414 25.02459 0.0000
H -10.63790 18.72958 25.04554 0.0000
H -12.61286 19.40690 22.86809 0.0000
H -11.12364 20.59698 21.43983 0.0004
H -9.68995 19.94051 22.14788 -0.0002
H -10.71701 21.09121 23.08138 0.0001
C -8.45412 16.49871 17.60454 0.0001
O -9.19318 16.09829 18.75761 -0.0001
C -10.02675 14.95512 18.49270 0.0000
C -10.52963 14.35697 19.81411 0.0000
N -11.41567 15.25701 20.59485 0.0000
C -12.84338 15.12788 20.09100 0.0000
C -13.70850 16.35833 20.30523 0.0000
O -13.37607 17.43237 19.42069 0.0000
C -14.13052 18.65242 19.65052 0.0000
H -9.14797 16.67049 16.78165 0.0000
H -7.60792 15.85810 17.35622 0.0000
H -7.98908 17.43244 17.92074 -0.0001
H -9.49736 14.22519 17.88029 0.0000
H -10.81153 15.18494 17.77200 0.0000
H -9.64631 14.13193 20.41176 0.0000
H -10.94509 13.37390 19.59257 0.0000
H -11.51827 15.02615 21.57274 0.0000
H -13.42514 14.26960 20.42715 0.0000
H -12.93786 15.03333 19.00922 0.0000
H -13.36632 16.73343 21.26975 0.0000
H -14.76150 16.07674 20.30430 0.0000
H -13.78744 19.12495 20.57089 0.0000
H -15.21061 18.51042 19.68698 0.0000
H -13.82466 19.39206 18.91060 -0.0001
C -12.01294 18.47497 16.54173 -0.0003
O -12.73825 17.56746 15.74986 0.0003
C -13.48713 16.63733 16.49525 0.0000
C -14.03182 15.58855 15.51852 0.0000
N -12.96950 14.63723 15.15670 0.0000
C -13.32720 13.86659 13.95472 0.0000
C -14.55709 12.95220 14.08721 0.0000
O -15.78678 13.69316 14.01067 0.0000
C -16.87370 12.72622 13.90570 0.0000
H -11.78871 19.28515 15.84787 0.0007
H -11.11943 17.97764 16.91911 -0.0001
H -12.57094 18.96087 17.34212 -0.0002
H -14.27147 17.17567 17.02733 0.0000
H -12.77976 16.13523 17.15527 0.0000
H -14.57913 16.05889 14.70161 0.0000
H -14.76233 14.95441 16.02082 0.0000
H -12.20819 15.27002 14.95647 0.0000
H -12.49711 13.22955 13.64938 0.0000
H -13.48045 14.45788 13.05195 0.0000
H -14.55430 12.50013 15.07904 0.0000
H -14.36095 12.21387 13.30972 0.0000
H -17.75637 13.15959 13.43539 0.0000
H -17.08825 12.27899 14.87630 0.0000
H -16.71082 11.80003 13.35457 0.0000
C -6.68469 19.65187 20.73414 -0.0002
O -5.48609 20.38839 20.53474 0.0000
C -5.36252 21.47377 21.42613 0.0000
C -4.02632 22.24209 21.11190 0.0000
N -2.91100 21.26232 20.98580 0.0000
C -1.77394 21.71366 20.15262 0.0000
C -0.66749 20.61738 20.26948 0.0000
O -1.05589 19.51051 19.48693 0.0000
C -0.20490 18.38521 19.67310 0.0000
H -7.59957 20.23769 20.64517 0.0000
H -6.89225 19.09137 21.64565 0.0001
H -6.84999 18.84582 20.01924 0.0001
H -5.32260 21.19374 22.47878 0.0000
H -6.22187 22.12917 21.28450 0.0001
H -3.69183 22.89592 21.91734 0.0000
H -4.10826 22.83387 20.20021 0.0000
H -3.31502 20.39814 20.65404 0.0000
H -1.38544 22.57049 20.70310 0.0000
H -2.06019 21.99352 19.13880 0.0000
H -0.32704 20.44100 21.28981 0.0000
H 0.20970 20.95969 19.72042 0.0000
H 0.74003 18.57854 19.16532 0.0000
H -0.63819 17.44217 19.33991 0.0000
H -0.01682 18.28973 20.74250 0.0000
C -9.52661 25.49874 15.35261 0.0215
C -9.93719 24.78627 16.62781 -0.0150
C -11.48307 24.78192 16.61433 0.0145
C -12.11751 23.79302 17.63801 -0.0057
C -11.50426 22.35560 17.40463 0.0046
C -9.90465 22.26793 17.36302 0.0011
N -9.38716 23.41124 16.55905 0.7163
O -8.00801 23.33518 16.34075 0.0586
C -9.37085 22.43231 18.82675 0.1072
C -9.50831 20.85385 16.74864 0.0350
C -9.47649 25.60421 17.81325 0.0702
H -8.49225 25.83392 15.42905 0.0000
H -10.14479 26.36601 15.12066 0.0018
H -9.67914 24.84616 14.49297 -0.0035
H -11.68279 25.83403 16.81750 -0.0027
H -11.89045 24.43538 15.66457 -0.0036
H -13.19124 23.62592 17.55254 0.0009
H -11.90920 24.10150 18.66248 0.0009
H -11.95443 21.78500 16.59231 0.0001
H -11.87651 21.71065 18.20061 -0.0019
H -9.99519 23.01386 19.50504 -0.0023
H -9.24135 21.46880 19.31970 -0.0016
H -8.39910 22.92592 18.83932 -0.0032
H -9.88529 19.97312 17.26853 0.0018
H -9.78716 20.75926 15.69917 -0.0114
H -8.42403 20.75783 16.80532 0.0024
H -8.43708 25.36936 18.04251 -0.0014
H -10.00260 25.37815 18.74073 -0.0008
H -9.59572 26.65423 17.54616 0.0020
H -7.92219 22.97287 15.45588 0.0140
```

spin multiplicity	2
max |F|	4.1	eV/Å
HOMO-LUMO gap (alpha / beta)	7.494 / 3.418	eV
E	-3100.53574	hartree
lowest unoccupied orbital energy (alpha / beta)	-2.42 / -6.49	eV
net charge	+1
<S²>	0.754

---

5 unconnected molecules or ions with the total composition C22H26BF32NO6Si in a non-equilibrium geometry, computed with ωB97M-V/def2-TZVPD.

```
89
Properties=species:S:1:pos:R:3:mulliken_charge:R:1
F 0.83563 -1.00995 3.87502 -0.1613
C 1.18706 0.08799 4.58014 -0.1128
F 0.04088 0.79283 4.77993 -0.2538
C 2.22208 0.94152 3.85572 1.2394
F 1.72293 1.45369 2.69900 -0.1608
F 2.50760 2.02494 4.64555 -0.3619
C 3.55336 0.23436 3.55909 -1.2295
O 3.69856 -0.31373 2.24537 -0.0853
C 3.13019 -1.60872 2.05747 0.3922
F 2.80287 -2.12985 3.26392 -0.2836
F 4.13694 -2.38809 1.57623 -0.2983
C 1.95933 -1.60954 1.06602 0.7712
F 0.96905 -0.76887 1.45777 -0.1817
F 1.40134 -2.84522 0.96584 -0.2824
H 1.55246 -0.23072 5.56027 0.2747
H 4.33246 1.00472 3.61609 0.4925
H 3.82752 -0.48778 4.33745 0.4505
H 2.29112 -1.29794 0.06991 -0.0938
F -3.42075 -2.40435 -2.46312 -0.2376
C -4.41151 -3.26584 -2.14313 0.0595
F -5.17081 -3.40299 -3.26344 -0.2974
C -5.26077 -2.77298 -0.97676 0.8877
F -5.92485 -1.62919 -1.29333 -0.2623
F -6.23294 -3.70838 -0.73372 -0.3399
C -4.49621 -2.56253 0.33912 -0.6797
O -4.07937 -1.22292 0.62027 -0.3329
C -2.85445 -0.82304 0.00787 0.5132
F -2.23465 -1.91455 -0.50074 -0.2496
F -2.06045 -0.38301 1.02201 -0.2336
C -3.03981 0.29695 -1.02419 0.4249
F -3.90282 -0.06370 -2.00704 -0.2440
F -1.86385 0.60240 -1.63419 -0.2047
H -3.96723 -4.24098 -1.92530 0.3169
H -5.19946 -2.79991 1.14707 0.4306
H -3.67921 -3.28226 0.46952 0.2504
H -3.42948 1.20403 -0.55008 0.1212
F 2.58210 -3.23358 -4.44351 -0.2514
C 2.29288 -2.28259 -3.52802 0.0007
F 3.35260 -2.24213 -2.67607 -0.2517
C 1.00435 -2.57577 -2.76755 0.9859
F 1.11242 -3.70940 -2.02412 -0.3242
F 0.80231 -1.56225 -1.86693 -0.2091
C -0.25759 -2.66476 -3.63930 -0.1592
O -0.67310 -3.98088 -4.01683 -0.4170
C -0.01530 -4.52478 -5.16000 0.7533
F 0.68129 -3.54325 -5.78094 -0.2789
F -1.00635 -4.88049 -6.02245 -0.2936
C 0.84354 -5.75198 -4.82795 0.2199
F 1.78753 -5.46695 -3.89602 -0.1893
F 1.50702 -6.19919 -5.92709 -0.2730
H 2.24178 -1.31550 -4.03581 0.2937
H -1.08509 -2.28786 -3.02538 -0.1694
H -0.22356 -1.98329 -4.49775 0.3768
H 0.22455 -6.56857 -4.44139 0.2381
F 5.57925 2.52241 -2.09647 -0.2493
C 4.58849 1.66092 -1.77648 0.0781
F 3.82919 1.52377 -2.89679 -0.2756
C 3.73923 2.15378 -0.61011 0.7854
F 3.07515 3.29757 -0.92668 -0.3010
F 2.76706 1.21838 -0.36707 -0.1654
C 4.50379 2.36423 0.70576 -0.2822
O 4.92063 3.70384 0.98692 -0.4259
C 6.14555 4.10372 0.37451 0.7090
F 6.76535 3.01221 -0.13409 -0.2875
F 6.93955 4.54375 1.38866 -0.2973
C 5.96019 5.22371 -0.65754 0.2096
F 5.09718 4.86306 -1.64039 -0.2023
F 7.13615 5.52916 -1.26754 -0.2606
H 5.03277 0.68578 -1.55865 0.2962
H 3.80054 2.12685 1.51372 -0.1294
H 5.32079 1.64450 0.83617 0.4317
H 5.57052 6.13080 -0.18344 0.2399
C -2.20399 2.17925 2.71889 -0.1574
C -2.67329 3.59582 2.00710 -0.3444
O -3.98127 3.52645 1.32989 -0.4064
B -5.09954 3.84554 2.23825 0.6478
O -5.10139 4.85025 3.31963 -0.5988
Si -6.78433 2.86864 1.94940 0.2896
N -6.78799 1.50954 3.18014 -0.7077
H -2.51334 1.25414 2.06144 0.0314
H -1.01031 2.17853 2.72508 -0.1015
H -2.61349 2.03512 3.80856 0.2792
H -1.87273 3.79745 1.14447 0.2193
H -2.57944 4.52645 2.73230 0.3160
H -6.00157 4.79591 3.80027 0.3083
H -6.70746 2.31576 0.59405 -0.1486
H -7.95714 3.73024 2.04530 -0.1660
H -5.75317 1.27531 3.26003 0.2895
H -7.24513 0.70393 2.67021 0.2865
```

SMILES	FC(F)C(F)(F)COC(F)(F)C(F)F.FC(F)C(F)(F)COC(F)(F)C(F)F.FC(F)C(F)(F)COC(F)(F)C(F)F.FC(F)C(F)(F)COC(F)(F)C(F)F.CCOB(O)[SiH2]N
max |F|	4.1	eV/Å
HOMO-LUMO gap	10.354	eV
E	-4870.16552	hartree
lowest unoccupied orbital energy	0.36	eV
net charge	0